No. 1
Molecular formula: C39H51F7N3O22S2
Method: DFT, ωB97M-V/def2-TZVPD

Results
* total charge: +1
* E_HOMO: -10.743 eV
* LUMO: -4.78 eV

CARTESIAN COORDINATES (ANGSTROEM)
1 C -5.256 8.421 0.675
2 C -5.229 6.782 1.011
3 C -4.126 6.491 2.180
4 C -5.168 5.833 -0.306
5 C -3.702 5.440 -0.887
6 C -3.216 3.974 -0.246
7 C -2.553 6.602 -0.818
8 O -1.561 6.574 -1.905
9 C -0.582 5.491 -1.754
10 C 0.724 5.541 -2.798
11 C 1.524 4.205 -2.236
12 C 1.042 2.865 -3.050
13 C 1.069 1.475 -2.182
14 C 2.477 0.615 -2.352
15 S 3.589 0.832 -0.833
16 C 4.600 -0.771 -0.624
17 S 5.486 -1.449 -1.950
18 N 4.613 -1.396 0.763
19 C 4.517 -2.914 0.994
20 C 4.624 -3.116 2.625
21 N 4.740 -1.744 3.286
22 C 4.746 -0.738 2.128
23 C 1.140 4.397 -0.654
24 N -0.019 5.138 -0.397
25 H -4.183 8.885 0.616
26 H -5.870 8.589 -0.334
27 H -5.925 8.939 1.517
28 H -6.295 6.585 1.515
29 H -3.475 5.531 2.043
30 H -3.418 7.440 2.267
31 H -4.634 6.390 3.256
32 H -5.743 6.411 -1.178
33 H -5.829 4.860 -0.111
34 H -3.853 5.202 -2.048
35 H -2.381 4.165 0.566
36 H -4.134 3.467 0.311
37 H -2.767 3.253 -1.064
38 H -3.124 7.644 -0.936
39 H -2.101 6.615 0.265
40 H -1.126 4.507 -2.099
41 H 0.511 5.339 -3.932
42 H 1.383 6.458 -2.489
43 H 2.694 4.256 -2.365
44 H -0.026 3.022 -3.559
45 H 1.810 2.713 -3.950
46 H 0.829 1.599 -1.043
47 H 0.218 0.767 -2.626
48 H 3.069 1.060 -3.262
49 H 2.274 -0.523 -2.595
50 H 4.407 -3.731 0.134
51 H 4.616 -4.163 3.189
52 H 4.849 0.444 2.241
53 H 1.862 3.901 0.155
54 H -0.346 5.344 0.574
55 C 1.583 -2.188 5.119
56 C 0.685 -1.783 4.001
57 O -0.504 -1.402 4.654
58 C -0.108 -0.952 5.877
59 O -0.809 -0.287 6.622
60 O 1.175 -1.330 6.166
61 F 0.412 -2.836 3.197
62 H 1.436 -3.229 5.425
63 H 2.640 -2.039 4.880
64 H 1.062 -0.946 3.403
65 C 2.111 2.177 -7.688
66 C 1.214 2.582 -8.807
67 O 0.024 2.963 -8.154
68 C 0.420 3.413 -6.930
69 O -0.281 4.078 -6.186
70 O 1.703 3.035 -6.642
71 F 0.940 1.529 -9.610
72 H 1.964 1.136 -7.382
73 H 3.168 2.326 -7.928
74 H 1.590 3.419 -9.404
75 C 3.870 -2.609 -8.923
76 C 4.764 -2.042 -7.874
77 O 3.996 -1.003 -7.312
78 C 2.701 -1.397 -7.465
79 O 1.760 -0.901 -6.867
80 O 2.585 -2.421 -8.364
81 F 5.873 -1.502 -8.426
82 H 3.935 -2.067 -9.873
83 H 4.065 -3.668 -9.109
84 H 5.047 -2.756 -7.092
85 C 6.795 -7.957 3.643
86 C 5.897 -7.552 2.524
87 O 4.707 -7.171 3.177
88 C 5.103 -6.721 4.401
89 O 4.402 -6.056 5.145
90 O 6.386 -7.099 4.689
91 F 5.623 -8.604 1.721
92 H 6.648 -8.998 3.949
93 H 7.851 -7.807 3.403
94 H 6.273 -6.715 1.927
95 C -2.579 -2.244 8.599
96 C -4.028 -1.971 8.820
97 O -4.484 -3.128 9.483
98 C -3.402 -3.593 10.169
99 O -3.464 -4.412 11.071
100 O -2.239 -3.025 9.727
101 F -4.684 -1.869 7.642
102 H -2.391 -2.822 7.688
103 H -1.984 -1.328 8.562
104 H -4.229 -1.089 9.437
105 C -8.527 1.119 -0.103
106 C -7.514 1.578 0.888
107 O -7.330 2.938 0.565
108 C -8.520 3.342 0.039
109 O -8.845 4.509 -0.105
110 O -9.311 2.278 -0.301
111 F -6.338 0.936 0.710
112 H -8.080 0.816 -1.056
113 H -9.136 0.294 0.276
114 H -7.834 1.488 1.932
115 C 2.355 -9.317 0.511
116 C 2.129 -10.372 1.539
117 O 1.111 -11.168 0.976
118 C 1.277 -11.055 -0.371
119 O 0.768 -11.804 -1.189
120 O 2.088 -10.003 -0.696
121 F 1.663 -9.834 2.688
122 H 1.663 -8.474 0.610
123 H 3.379 -8.934 0.526
124 H 3.008 -10.992 1.747

No. 2
Molecular formula: C4H9NOS
Method: DFT, ωB97M-V/def2-TZVPD

Results
* ΔE to the lowest compared entry with this formula, charge and spin: 114.00 kJ/mol
* total charge: 0
* E_HOMO: -8.931 eV
* structure (SMILES): O=CNCCCS
* LUMO: 0.72 eV

CARTESIAN COORDINATES (ANGSTROEM)
1 O -0.030 -1.686 -2.665
2 C 0.763 -0.975 -2.108
3 N 0.933 -0.752 -0.760
4 C 0.994 0.591 -0.234
5 C -0.345 1.149 0.290
6 C -0.981 0.310 1.385
7 S -1.700 -1.288 0.852
8 H 1.403 -0.277 -2.682
9 H 0.872 -1.509 -0.099
10 H 1.402 1.277 -0.974
11 H 1.689 0.586 0.609
12 H -1.052 1.310 -0.523
13 H -0.012 2.081 0.758
14 H -1.737 0.829 1.956
15 H -0.198 0.067 2.108
16 H -2.003 -1.714 2.086

No. 3
Molecular formula: C5H8N2O
Method: DFT, ωB97M-V/def2-TZVPD

Results
* 2S+1: 3
* ΔE to the lowest compared entry with this formula, charge and spin: 309.79 kJ/mol
* total charge: 0
* E_HOMO (spin up / spin down): -6.729 / -8.665 eV
* LUMO (spin up / spin down): 0.75 / -1.58 eV
* ⟨S²⟩: 2.01

CARTESIAN COORDINATES (ANGSTROEM)
1 C -1.339 -0.076 0.056
2 C -0.218 0.938 0.379
3 C -1.128 -1.603 0.135
4 C 0.998 1.266 -0.526
5 C 2.594 -0.367 0.391
6 N 0.563 -1.620 -0.302
7 N 1.553 -1.074 0.210
8 O 2.297 0.925 0.126
9 H -2.285 0.205 0.579
10 H -1.682 0.222 -1.038
11 H -0.766 1.734 0.723
12 H 0.351 0.540 1.237
13 H -1.373 -2.131 1.047
14 H -1.557 -2.173 -0.746
15 H 0.921 0.885 -1.587
16 H 1.069 2.329 -0.683

No. 4
Molecular formula: C6H18N2O2
Method: DFT, ωB97M-V/def2-TZVPD

Results
* ΔE to the lowest compared entry with this formula, charge and spin: 71.63 kJ/mol
* total charge: 0
* E_HOMO: -9.427 eV
* structure (SMILES): [H]/N=C/NCCCCC.O.O
* LUMO: 0.72 eV

CARTESIAN COORDINATES (ANGSTROEM)
1 H 0.381 3.484 0.371
2 N 0.127 2.583 -0.016
3 C -0.327 1.810 0.891
4 N -0.819 0.597 0.564
5 C -0.994 -0.436 1.579
6 C 0.308 -0.851 2.206
7 C 1.339 -1.551 1.275
8 C 1.043 -2.320 -0.092
9 C -0.330 -2.930 -0.303
10 H -0.297 2.026 1.958
11 H -0.643 0.275 -0.362
12 H -1.569 -1.285 1.230
13 H -1.683 -0.034 2.333
14 H 0.227 -1.480 3.100
15 H 0.853 -0.025 2.664
16 H 2.057 -0.787 0.960
17 H 1.950 -2.219 1.880
18 H 1.291 -1.636 -0.899
19 H 1.833 -3.049 -0.003
20 H -1.047 -2.253 -0.764
21 H -0.841 -3.126 0.652
22 H -0.262 -3.953 -0.668
23 O -1.669 2.030 -3.067
24 H -1.289 1.156 -2.991
25 H -1.319 2.590 -2.373
26 O 1.258 0.912 -2.063
27 H 0.669 1.647 -1.820
28 H 1.832 1.078 -1.302

No. 5
Molecular formula: C7H12Ag3BBr6F4O3
Method: DFT, ωB97M-V/def2-TZVPD

Results
* ΔE to the lowest compared entry with this formula, charge and spin: 217.99 kJ/mol
* total charge: 0
* E_HOMO: -6.094 eV
* LUMO: -2.84 eV

CARTESIAN COORDINATES (ANGSTROEM)
1 Ag -1.322 2.658 -2.325
2 Ag 2.306 2.620 -1.229
3 Ag 0.639 -0.130 -3.036
4 C -0.864 0.623 -5.261
5 O -1.379 0.831 -4.130
6 O -1.042 1.547 -6.086
7 O -0.120 -0.368 -5.425
8 B 0.000 0.979 -0.403
9 F -0.975 0.737 -1.307
10 F 0.089 2.363 -0.207
11 F -0.281 0.443 0.875
12 F 1.251 0.567 -0.799
13 Br 1.395 -2.498 -1.565
14 C -0.406 -2.974 -0.765
15 C -0.287 -3.073 0.746
16 Br -2.112 -3.237 1.479
17 H -0.613 -3.908 -1.287
18 H -1.112 -2.214 -1.099
19 H 0.129 -2.130 1.102
20 H 0.338 -3.844 1.196
21 Br -4.861 2.155 1.436
22 C -3.119 1.282 1.511
23 C -3.223 0.061 2.361
24 Br -3.472 0.593 4.240
25 H -2.398 2.037 1.822
26 H -2.890 0.981 0.489
27 H -2.282 -0.480 2.254
28 H -4.088 -0.539 2.079
29 Br 4.268 -0.346 -0.263
30 C 4.347 0.008 1.641
31 C 3.278 1.068 1.979
32 Br 3.780 2.777 1.169
33 H 5.316 0.418 1.924
34 H 4.084 -0.908 2.172
35 H 3.309 1.230 3.057
36 H 2.316 0.670 1.659

No. 6
Molecular formula: C2HF2N
Method: DFT, ωB97M-V/def2-TZVPD

Results
* ΔE to the lowest compared entry with this formula, charge and spin: 157.59 kJ/mol
* total charge: 0
* E_HOMO: -12.066 eV
* structure (SMILES): N#CC(F)F
* LUMO: 0.00 eV

CARTESIAN COORDINATES (ANGSTROEM)
1 N 1.933 -1.048 -0.321
2 C 0.884 -0.320 -0.459
3 C -0.476 0.261 0.089
4 F -0.955 1.011 -0.956
5 F -1.252 -0.620 0.623
6 H -0.135 0.716 1.024

No. 7
Molecular formula: C4H9NO
Method: DFT, ωB97M-V/def2-TZVPD

Results
* ΔE to the lowest compared entry with this formula, charge and spin: 309.89 kJ/mol
* total charge: 0
* E_HOMO: -9.573 eV
* LUMO: 0.62 eV

CARTESIAN COORDINATES (ANGSTROEM)
1 C 1.190 -1.087 0.314
2 C 0.437 1.325 0.328
3 N -1.779 0.038 -1.540
4 C 0.090 -0.107 -0.007
5 C -0.569 -0.304 -1.290
6 O -1.537 -0.373 0.845
7 H -1.651 -0.289 1.803
8 H -2.143 0.745 -0.902
9 H -0.101 -0.999 -1.978
10 H -0.434 1.966 0.259
11 H 0.934 -2.097 -0.006
12 H 1.378 -1.090 1.390
13 H 2.125 -0.801 -0.177
14 H 0.859 1.390 1.329
15 H 1.200 1.684 -0.370

No. 8
Molecular formula: C3H7FN5
Method: DFT, ωB97M-V/def2-TZVPD

Results
* ΔE to the lowest compared entry with this formula, charge and spin: 0.00 kJ/mol
* total charge: +1
* E_HOMO: -14.138 eV
* structure (SMILES): NCn1cnc(NF)[nH+]1
* LUMO: -3.46 eV

CARTESIAN COORDINATES (ANGSTROEM)
1 N 2.122 -1.487 0.538
2 C 1.947 -0.111 0.251
3 N 0.557 0.330 -0.115
4 C 0.168 1.313 -0.904
5 N -1.143 1.433 -0.990
6 C -1.612 0.471 -0.206
7 N -2.895 0.194 0.030
8 F -3.817 0.949 -0.595
9 N -0.601 -0.232 0.348
10 H 1.533 -1.841 1.279
11 H 1.983 -2.066 -0.279
12 H 2.269 0.496 1.090
13 H 2.532 0.135 -0.627
14 H 0.855 1.955 -1.428
15 H -3.254 -0.537 0.617
16 H -0.643 -1.002 0.992

No. 9
Molecular formula: C10H13NS
Method: DFT, ωB97M-V/def2-TZVPD

Results
* ΔE to the lowest compared entry with this formula, charge and spin: 351.85 kJ/mol
* total charge: 0
* E_HOMO: -8.516 eV
* LUMO: 0.36 eV

CARTESIAN COORDINATES (ANGSTROEM)
1 C -0.909 -2.489 1.233
2 C -1.886 -2.262 0.318
3 C 0.374 -2.544 0.766
4 C -1.620 -2.091 -1.015
5 C 0.645 -2.463 -0.587
6 C 0.579 1.626 -0.867
7 C 1.920 1.170 -1.220
8 C 0.490 2.129 0.584
9 C -0.348 3.356 0.692
10 C 1.133 1.453 1.551
11 N -0.361 -2.269 -1.441
12 S 1.938 -0.054 -2.324
13 H -1.118 -2.314 2.204
14 H -2.913 -2.121 0.781
15 H 1.029 -2.693 1.529
16 H -2.326 -1.875 -1.792
17 H 0.365 2.414 -1.467
18 H -0.365 0.950 -1.202
19 H -1.331 3.129 0.085
20 H 0.191 4.156 0.245
21 H -0.523 3.580 1.748
22 H 1.787 0.667 1.206
23 H 1.115 1.542 2.567
24 H 1.605 -2.455 -1.089
25 H 0.533 -0.542 -2.507